Model A:
Molecular formula: C3H8NO2
Method: DFT, ωB97M-V/def2-TZVPD

Properties
E_LUMO = 3.94 eV
charge = -1
HOMO energy = -2.5 eV
SMILES string = N[C@H](C[O-])CO

Cartesian coordinates (Å):
N -0.512 -0.898 1.227
C 0.086 -0.426 -0.037
C 1.567 0.028 0.150
O 2.233 0.153 -0.998
C -0.672 0.712 -0.659
O -1.999 0.354 -1.101
H -1.464 -0.541 1.286
H -0.005 -0.427 1.974
H 0.157 -1.242 -0.757
H 2.006 -0.711 0.866
H 1.493 0.985 0.758
H -0.092 1.096 -1.505
H -0.811 1.512 0.074
H -1.988 -0.595 -1.279

And the Löwdin charges, in e, turn out to be: 0.015, -0.428, -0.546, -0.345, -0.251, -0.112, 0.044, 0.045, 0.124, 0.079, 0.086, 0.111, 0.112, 0.067

=====

Model B:
Molecular formula: C3H8NO2
Method: DFT, ωB97M-V/def2-TZVPD

Properties
E_LUMO = 4.47 eV
charge = -1
HOMO energy = -3.4 eV

Cartesian coordinates (Å):
C 1.395 0.457 -0.793
C -3.230 0.075 0.140
C 1.447 -0.638 0.372
N -1.985 -0.138 0.175
O -1.550 -1.301 -0.324
O 0.929 -1.764 -0.057
H 0.323 0.718 -0.877
H 2.122 1.374 -0.570
H 1.756 0.163 -1.784
H -0.127 -1.604 -0.316
H -3.516 1.049 0.429
H -4.013 -0.785 0.009
H 0.955 -0.368 1.321
H 2.493 -0.605 0.588

And the Löwdin charges, in e, turn out to be: -0.107, -0.187, -0.459, -0.227, -0.295, -0.164, 0.035, 0.078, 0.043, 0.052, -0.003, 0.071, 0.100, 0.063

=====

Model C:
Molecular formula: C3H8NO2
Method: DFT, ωB97M-V/def2-TZVPD

Properties
E_LUMO = 4.13 eV
charge = -1
HOMO energy = -2.8 eV

Cartesian coordinates (Å):
O -1.568 2.344 1.362
C -1.363 1.844 0.275
C -0.072 1.742 -0.415
H -2.210 1.375 -0.279
H -0.209 1.966 -1.476
H 0.240 0.662 -0.421
H 0.660 2.392 0.061
N 0.603 -1.361 0.946
C 0.676 -1.835 -0.489
O 0.827 -0.867 -1.388
H -0.238 -1.627 1.438
H 1.400 -1.643 1.498
H 1.520 -2.569 -0.490
H -0.267 -2.422 -0.623

And the Löwdin charges, in e, turn out to be: -0.023, -0.365, -0.088, 0.109, 0.076, 0.043, 0.075, -0.032, -0.607, -0.349, 0.021, 0.017, 0.061, 0.063

=====

Most stable structure - model A; separation to the second - 0.136 eV.

=====

Model A:
Molecular formula: C3H6N2
Method: DFT, ωB97M-V/def2-TZVPD

Properties
E_LUMO = 0.93 eV
charge = 0
HOMO energy = -9.3 eV
SMILES string = C[C@@H]1N=C1N

Cartesian coordinates (Å):
C -0.916 1.311 0.084
C 0.216 0.556 -0.562
N -0.008 -0.730 -1.497
C 0.420 -0.823 -0.322
N 0.921 -1.629 0.689
H -1.310 2.090 -0.572
H -1.730 0.640 0.378
H -0.544 1.797 0.999
H 1.114 1.143 -0.772
H 1.649 -2.252 0.376
H 0.188 -2.103 1.201

And the Löwdin charges, in e, turn out to be: -0.085, -0.269, 0.217, -0.476, 0.113, 0.066, 0.075, 0.076, 0.114, 0.082, 0.088

=====

Model B:
Molecular formula: C3H6N2
Method: DFT, ωB97M-V/def2-TZVPD

Properties
E_LUMO = 0.99 eV
charge = 0
HOMO energy = -9.0 eV
SMILES string = [H]/N=C(\N)C=C

Cartesian coordinates (Å):
H 1.355 -1.648 0.753
N 0.435 -1.270 0.553
C 0.478 -0.088 0.045
N 1.595 0.590 -0.315
C -0.809 0.598 -0.264
C -1.995 0.068 0.017
H 1.558 1.539 -0.621
H 2.517 0.239 -0.117
H -0.710 1.522 -0.823
H -2.928 0.531 -0.199
H -2.054 -0.893 0.549

And the Löwdin charges, in e, turn out to be: 0.032, 0.100, -0.529, 0.117, -0.127, 0.024, 0.083, 0.099, 0.088, 0.045, 0.069

=====

Model C:
Molecular formula: C3H6N2
Method: DFT, ωB97M-V/def2-TZVPD

Properties
E_LUMO (alpha / beta) = 0.00 / 0.00 eV
charge = 0
HOMO energy (alpha / beta) = -8.5 / -8.5 eV

Cartesian coordinates (Å):
C -1.823 -2.016 0.035
C 1.049 2.322 0.384
C 1.743 0.938 0.143
N -1.662 -0.773 -0.130
N -1.466 0.317 -0.353
H -1.172 -2.624 -0.568
H -2.469 -2.482 0.802
H 0.138 2.512 -0.316
H 2.343 0.531 0.984
H 2.313 1.061 -0.754
H 1.005 0.214 -0.227

And the Löwdin charges, in e, turn out to be: -0.061, 0.062, -0.234, -0.214, 0.205, 0.057, 0.073, -0.016, 0.061, 0.050, 0.015

=====

Model D:
Molecular formula: C3H6N2
Method: DFT, ωB97M-V/def2-TZVPD

Properties
E_LUMO = 1.16 eV
charge = 0
HOMO energy = -7.9 eV
SMILES string = C1=NNCC1

Cartesian coordinates (Å):
C 1.353 0.301 -0.003
N 1.310 -0.979 0.058
N -0.032 -1.333 -0.073
C -1.031 -0.200 0.063
C 0.003 0.987 -0.024
H 2.302 0.909 -0.018
H -0.166 -2.322 -0.121
H -1.687 -0.160 -0.820
H -1.671 -0.467 1.020
H -0.060 1.706 0.811
H -0.322 1.559 -0.892

And the Löwdin charges, in e, turn out to be: -0.201, 0.010, -0.117, -0.150, -0.163, 0.112, 0.098, 0.089, 0.130, 0.101, 0.093

=====

Most stable structure - model B; separation to the second - 1.216 eV.

=====

Model A:
Molecular formula: C3H6N2
Method: DFT, ωB97M-V/def2-TZVPD

Properties
E_LUMO = 0.88 eV
charge = 0
HOMO energy = -10.4 eV
SMILES string = C[C@@H](N)C#N

Cartesian coordinates (Å):
C 1.251 -0.100 0.158
C -0.152 0.012 -0.435
N -0.965 -1.080 0.080
C -0.743 1.353 -0.182
N -1.257 2.374 -0.001
H 1.882 0.750 -0.113
H 1.189 -0.144 1.252
H 1.708 -1.026 -0.199
H -0.086 -0.088 -1.525
H -1.949 -0.938 -0.127
H -0.876 -1.113 1.092

And the Löwdin charges, in e, turn out to be: -0.066, -0.462, 0.033, -0.190, 0.138, 0.084, 0.083, 0.083, 0.139, 0.081, 0.078

=====

Model B:
Molecular formula: C3H6N2
Method: DFT, ωB97M-V/def2-TZVPD

Properties
E_LUMO (alpha / beta) = 0.61 / 0.42 eV
charge = 0
HOMO energy (alpha / beta) = -7.3 / -7.5 eV

Cartesian coordinates (Å):
C 2.021 0.680 0.097
C -0.498 0.584 -0.120
C 0.822 -0.069 0.134
N -1.513 -0.220 -0.290
N -1.456 -1.396 0.216
H 2.123 1.685 -0.246
H 2.967 0.183 0.467
H -0.559 1.537 0.199
H 0.762 -1.162 0.372
H -2.375 0.113 -0.744
H -2.293 -1.935 -0.084

And the Löwdin charges, in e, turn out to be: -0.006, -0.153, -0.141, -0.166, 0.009, 0.025, 0.055, 0.071, 0.085, 0.168, 0.055

=====

Most stable structure - model A; separation to the second - 3.662 eV.

=====

Model A:
Molecular formula: C3H6N2
Method: DFT, ωB97M-V/def2-TZVPD

Properties
E_LUMO = 1.03 eV
charge = 0
HOMO energy = -8.5 eV
SMILES string = C1=NCCN1

Cartesian coordinates (Å):
C -1.359 0.208 0.001
N -1.130 -1.028 0.018
C 0.356 -1.105 -0.047
C 0.902 0.347 0.037
N -0.319 1.084 -0.069
H -2.353 0.559 0.087
H 0.770 -1.721 0.816
H 0.645 -1.547 -1.052
H 1.374 0.564 1.029
H 1.605 0.573 -0.754
H -0.491 2.067 -0.065

And the Löwdin charges, in e, turn out to be: -0.287, 0.025, -0.201, -0.197, -0.010, 0.107, 0.115, 0.114, 0.115, 0.098, 0.121

=====

Model B:
Molecular formula: C3H6N2
Method: DFT, ωB97M-V/def2-TZVPD

Properties
E_LUMO = 0.93 eV
charge = 0
HOMO energy = -9.0 eV
SMILES string = CNC1=NC1

Cartesian coordinates (Å):
C -1.590 0.568 -0.535
N -0.538 0.314 0.418
C 0.665 -0.102 0.018
N 1.411 -0.369 -0.970
C 1.835 -0.820 0.435
H -1.519 1.562 -0.985
H -2.540 0.440 -0.013
H -1.507 -0.195 -1.316
H -0.551 0.773 1.315
H 2.617 -0.284 0.964
H 1.717 -1.887 0.668

And the Löwdin charges, in e, turn out to be: -0.083, -0.010, -0.480, 0.142, -0.114, 0.082, 0.082, 0.091, 0.137, 0.072, 0.082

=====

Model C:
Molecular formula: C3H6N2
Method: DFT, ωB97M-V/def2-TZVPD

Properties
E_LUMO = 0.64 eV
charge = 0
HOMO energy = -9.1 eV
SMILES string = [H]/N=C(\N)C=C

Cartesian coordinates (Å):
H -1.790 1.612 -0.018
N -0.755 1.529 0.183
C -0.518 0.267 -0.005
N -1.540 -0.656 -0.171
C 0.780 -0.372 0.264
C 2.023 0.217 -0.190
H -1.337 -1.600 -0.358
H -2.518 -0.360 -0.043
H 0.646 -1.508 0.912
H 2.947 -0.445 0.148
H 2.060 1.316 -0.722

And the Löwdin charges, in e, turn out to be: 0.052, 0.094, -0.583, 0.080, -0.160, -0.008, 0.059, 0.107, 0.175, 0.072, 0.113

=====

Model D:
Molecular formula: C3H6N2
Method: DFT, ωB97M-V/def2-TZVPD

Properties
E_LUMO (alpha / beta) = 0.45 / 0.57 eV
charge = 0
HOMO energy (alpha / beta) = -8.4 / -8.7 eV

Cartesian coordinates (Å):
C 1.566 0.058 0.076
C 0.279 0.299 -0.630
N -1.646 -0.703 0.319
C -0.959 0.479 0.013
N -1.047 1.722 0.027
H 2.310 0.761 -0.294
H 1.466 0.155 1.160
H 1.942 -0.956 -0.147
H 0.215 -0.011 -1.677
H -2.524 -0.852 -0.140
H -1.602 -0.951 1.292

And the Löwdin charges, in e, turn out to be: -0.092, -0.089, 0.108, -0.682, 0.251, 0.071, 0.080, 0.088, 0.114, 0.073, 0.077

=====

Most stable structure - model A; separation to the second - 1.364 eV.

=====

Model A:
Molecular formula: C2H3N3O
Method: DFT, ωB97M-V/def2-TZVPD

Properties
E_LUMO = 0.29 eV
charge = 0
HOMO energy = -9.7 eV

Cartesian coordinates (Å):
N -1.635 -0.286 0.070
C -0.270 -0.169 0.038
N 0.531 -1.091 0.484
O 1.794 -0.620 0.403
N 1.750 0.626 -0.252
C 0.477 0.954 -0.508
H -1.956 -1.233 0.209
H -2.103 0.191 -0.685
H 1.413 1.627 0.240

And the Löwdin charges, in e, turn out to be: 0.114, -0.442, 0.106, -0.097, -0.003, -0.034, 0.098, 0.093, 0.165

=====

Model B:
Molecular formula: C2H3N3O
Method: DFT, ωB97M-V/def2-TZVPD

Properties
E_LUMO (alpha / beta) = -0.17 / -0.17 eV
charge = 0
HOMO energy (alpha / beta) = -9.0 / -9.0 eV

Cartesian coordinates (Å):
N -0.666 -1.690 -0.007
C -0.236 -0.497 0.383
N 0.912 0.016 0.258
C 0.908 1.370 0.169
N -0.255 1.983 0.188
O -1.198 1.171 -0.101
H -0.072 -2.192 -0.644
H -1.423 -2.201 0.413
H 1.813 1.942 0.148

And the Löwdin charges, in e, turn out to be: 0.133, -0.200, 0.107, -0.223, -0.052, -0.081, 0.110, 0.107, 0.098

=====

Most stable structure - model B; separation to the second - 2.078 eV.

=====

Model A:
Molecular formula: C2H3N3O
Method: DFT, ωB97M-V/def2-TZVPD

Properties
E_LUMO = 0.71 eV
charge = 0
HOMO energy = -10.3 eV
SMILES string = Oc1nc[nH]n1

Cartesian coordinates (Å):
O -1.983 -0.155 1.141
C -0.821 -0.138 0.423
N 0.190 0.647 0.865
C 1.169 0.429 0.025
N 0.912 -0.417 -0.962
N -0.613 -0.888 -0.660
H -2.728 0.166 0.610
H 2.128 0.930 0.160
H 1.746 -0.572 -1.602

And the Löwdin charges, in e, turn out to be: 0.064, -0.525, 0.106, -0.260, 0.046, 0.169, 0.116, 0.124, 0.160

=====

Model B:
Molecular formula: C2H3N3O
Method: DFT, ωB97M-V/def2-TZVPD

Properties
E_LUMO (alpha / beta) = -0.53 / -0.53 eV
charge = 0
HOMO energy (alpha / beta) = -8.7 / -8.7 eV

Cartesian coordinates (Å):
N -1.477 0.517 0.980
C -0.397 -0.190 0.704
N -0.081 -0.873 -0.290
C 1.008 -0.818 -1.030
N 1.912 0.174 -0.785
O 1.507 1.021 0.025
H -1.950 1.007 0.231
H -1.741 0.744 1.926
H 1.218 -1.582 -1.760

And the Löwdin charges, in e, turn out to be: 0.119, -0.152, 0.087, -0.216, -0.063, -0.094, 0.118, 0.105, 0.096

=====

Model C:
Molecular formula: C2H3N3O
Method: DFT, ωB97M-V/def2-TZVPD

Properties
E_LUMO = -0.06 eV
charge = 0
HOMO energy = -9.1 eV
SMILES string = [H]/N=c1/nc[nH]o1

Cartesian coordinates (Å):
H -2.286 0.227 -0.271
N -1.968 -0.652 0.296
C -0.705 -0.354 0.124
N 0.344 -1.111 0.382
C 1.403 -0.289 0.131
N 1.086 0.984 -0.379
O -0.268 0.973 -0.430
H 2.414 -0.523 -0.038
H 1.595 1.819 0.126

And the Löwdin charges, in e, turn out to be: 0.085, 0.121, -0.506, 0.144, -0.075, -0.023, -0.059, 0.110, 0.203

=====

Model D:
Molecular formula: C2H3N3O
Method: DFT, ωB97M-V/def2-TZVPD

Properties
E_LUMO = -0.22 eV
charge = 0
HOMO energy = -8.8 eV
SMILES string = N=C=C(N)N=O

Cartesian coordinates (Å):
N 1.642 1.156 -0.311
C 0.440 0.903 -0.313
C -0.302 -0.169 0.018
N -1.684 -0.319 0.016
N 0.584 -1.193 0.333
O 1.771 -0.987 0.483
H 1.598 2.032 0.221
H -1.961 -1.183 0.462
H -2.086 -0.240 -0.910

And the Löwdin charges, in e, turn out to be: 0.186, -0.089, -0.408, 0.075, 0.008, -0.048, 0.103, 0.086, 0.086

=====

Most stable structure - model A; separation to the second - 1.601 eV.

=====

Model A:
Molecular formula: C2H3N3O
Method: DFT, ωB97M-V/def2-TZVPD

Properties
E_LUMO = 0.60 eV
charge = 0
HOMO energy = -8.8 eV

Cartesian coordinates (Å):
N 1.061 -1.065 0.049
C 0.266 -0.242 -0.684
C -0.923 0.295 0.083
N -0.852 1.460 0.639
N -0.779 2.470 1.158
O 0.475 0.018 -1.852
H 1.847 -1.508 -0.403
H 0.843 -1.292 1.005
H -1.916 -0.106 -0.069

And the Löwdin charges, in e, turn out to be: 0.156, -0.546, -0.079, -0.124, 0.210, 0.058, 0.111, 0.100, 0.113

=====

Model B:
Molecular formula: C2H3N3O
Method: DFT, ωB97M-V/def2-TZVPD

Properties
E_LUMO (alpha / beta) = 0.31 / 0.31 eV
charge = 0
HOMO energy (alpha / beta) = -7.8 / -7.8 eV

Cartesian coordinates (Å):
C 1.181 0.092 -0.899
C -0.757 -1.120 -0.793
N 0.301 -0.851 -1.301
N 0.873 0.763 0.180
N -0.220 0.471 0.741
O -0.546 1.242 1.852
H 2.098 0.245 -1.422
H -1.670 -1.620 -0.662
H -1.260 0.777 2.304

And the Löwdin charges, in e, turn out to be: -0.266, 0.144, 0.028, 0.014, -0.127, -0.037, 0.090, 0.067, 0.088

=====

Most stable structure - model A; separation to the second - 3.696 eV.

=====

Model A:
Molecular formula: C2H3N3O
Method: DFT, ωB97M-V/def2-TZVPD

Properties
E_LUMO = 0.67 eV
charge = 0
HOMO energy = -9.4 eV
SMILES string = Oc1ncn[nH]1

Cartesian coordinates (Å):
O -1.963 0.049 0.039
C -0.669 -0.030 -0.166
N 0.124 -1.141 -0.153
C 1.337 -0.586 0.007
N 1.385 0.734 -0.013
N 0.071 1.043 -0.099
H -2.322 -0.808 0.144
H 2.208 -1.285 0.264
H -0.171 2.024 -0.023

And the Löwdin charges, in e, turn out to be: 0.141, -0.473, 0.112, -0.267, 0.036, 0.050, 0.103, 0.128, 0.169

=====

Model B:
Molecular formula: C2H3N3O
Method: DFT, ωB97M-V/def2-TZVPD

Properties
E_LUMO = 0.82 eV
charge = 0
HOMO energy = -9.8 eV
SMILES string = On1ccnn1

Cartesian coordinates (Å):
O -2.024 -0.141 -0.055
N -0.648 -0.195 -0.012
C 0.132 0.895 0.023
C 1.400 0.324 -0.047
N 1.281 -1.057 0.015
N 0.032 -1.371 -0.028
H -2.187 -1.145 0.149
H -0.323 1.875 0.087
H 2.337 0.814 -0.133

And the Löwdin charges, in e, turn out to be: 0.030, -0.242, -0.036, -0.129, -0.015, 0.022, 0.166, 0.124, 0.079

=====

Most stable structure - model A; separation to the second - 2.515 eV.